DFT (wB97M-V/def2-TZVPD) results for a 5-piece molecular cluster, C15H36N5O7PS overall.

The geometry in XYZ format:
```
65
Properties=species:S:1:pos:R:3:forces:R:3:lowdin_charge:R:1
S 2.348202 -10.127777 1.889124 -0.01 0.13 -0.03 0.146
P 1.243798 -8.698189 1.232694 0.08 -0.36 0.03 0.275
O -1.875170 0.531982 -3.322389 0.06 0.00 -0.01 0.000
O 3.286759 -6.314549 2.202619 0.04 -0.43 -0.41 0.010
O -0.023157 -0.623866 2.314578 -0.04 -0.03 -0.04 0.007
O 1.681240 -5.279310 0.977942 0.18 -0.12 -0.59 0.142
O 4.258638 -5.689344 1.349780 0.00 0.35 0.38 -0.057
O -0.173776 6.178602 -2.318246 -0.06 0.03 0.08 -0.006
O -3.150141 9.816273 0.258864 0.02 -0.03 0.01 0.006
N -2.064076 4.959890 -2.639246 0.02 -0.02 0.01 -0.192
N -1.332006 8.764943 1.119762 0.01 -0.01 -0.02 -0.198
N 1.204032 -7.240407 2.102165 -0.04 0.20 0.37 -0.145
N -1.184414 -2.532498 1.909209 0.01 0.01 -0.03 -0.191
N -0.040708 -0.552090 -2.545419 0.06 -0.01 0.02 -0.192
C -1.634331 9.225158 2.462034 -0.02 0.00 -0.03 -0.047
C -0.058530 -1.827716 2.139501 0.07 0.04 0.01 -0.358
C -2.908994 6.138226 -2.561485 0.04 -0.01 0.00 -0.037
C -1.159453 -3.964662 1.694248 -0.13 0.13 0.08 -0.055
C 5.682833 -7.702920 1.597870 0.09 -0.02 -0.06 -0.070
C -2.668439 3.660395 -2.861614 -0.02 0.10 0.02 -0.055
C 2.041947 -6.176568 1.664179 0.03 0.12 0.43 -0.597
C -0.168589 7.934334 0.887200 -0.05 0.01 -0.03 -0.055
C -0.735886 5.111686 -2.500810 0.02 0.01 -0.02 -0.350
C 1.111992 -1.382416 -2.821624 -0.02 0.03 0.02 -0.057
C -0.294446 -0.124695 -1.178276 -0.04 -0.02 -0.07 -0.027
C -2.156128 9.128352 0.116283 -0.02 0.02 -0.02 -0.359
C -0.890653 -0.160587 -3.511552 -0.04 -0.01 0.01 -0.346
C -2.450927 -1.822198 1.884445 0.03 0.00 0.03 -0.040
C 4.936191 -6.756283 0.685526 -0.05 -0.32 -0.19 -0.235
H -1.271687 -0.478166 -0.849499 0.00 0.02 0.04 0.082
H 1.545780 -8.201622 -0.043922 -0.10 0.11 -0.03 -0.002
H 6.053983 -8.535930 0.999015 0.04 0.01 -0.01 0.083
H -3.249860 -2.534020 1.689315 0.00 0.00 0.00 0.087
H -2.632159 -1.325764 2.838224 -0.01 0.00 0.00 0.094
H -2.452251 -1.056552 1.108291 -0.01 0.00 0.00 0.076
H 1.055837 -2.321980 -2.267816 0.01 -0.01 -0.01 0.088
H -0.613110 -0.531956 -4.512240 0.00 0.00 0.00 0.133
H -3.945263 5.837375 -2.695351 0.00 0.01 0.00 0.087
H 5.612331 -6.229680 0.010867 -0.02 0.12 0.06 0.132
H 0.850805 -2.452749 2.152072 -0.02 -0.03 -0.02 0.135
H 0.746507 8.456028 1.175806 0.01 -0.01 -0.02 0.088
H -3.210169 3.644134 -3.808960 0.00 -0.03 0.00 0.093
H -0.184178 4.159397 -2.571647 0.00 0.00 -0.01 0.132
H -2.616797 8.873025 2.778709 0.00 0.00 0.01 0.090
H -0.114061 7.682318 -0.171491 0.05 -0.04 0.01 0.065
H -0.134609 -4.320501 1.740667 -0.08 0.01 -0.02 0.044
H -0.289184 0.962954 -1.108052 0.00 0.00 0.03 0.095
H -0.876851 8.843928 3.143385 0.00 0.00 0.00 0.083
H 6.536460 -7.217051 2.069492 -0.08 0.03 0.07 0.081
H -3.366437 3.417993 -2.057954 0.00 -0.03 0.00 0.094
H -1.643608 10.314948 2.503208 0.00 0.00 0.01 0.091
H 4.222025 -7.307511 0.060831 -0.06 0.06 0.07 0.114
H -1.565248 -4.214082 0.711232 0.01 -0.03 0.00 0.094
H -0.113200 -9.024507 1.148849 -0.04 0.07 -0.09 -0.024
H -1.837473 8.735247 -0.863788 0.01 0.01 0.01 0.126
H -2.801214 6.627859 -1.593095 -0.02 -0.01 0.01 0.077
H -2.638364 6.859764 -3.333098 -0.01 0.00 0.00 0.095
H 2.035109 -0.871420 -2.541467 0.01 -0.01 -0.01 0.091
H -0.235122 7.006311 1.459502 0.02 -0.01 -0.01 0.090
H 1.315039 -7.424523 3.097143 0.10 -0.02 -0.05 0.105
H 1.149272 -1.607837 -3.886195 0.00 0.00 0.00 0.081
H -1.752974 -4.476268 2.456069 0.01 -0.03 -0.02 0.091
H 5.023517 -8.124642 2.353141 0.00 0.04 0.03 0.057
H 0.473970 -0.528671 -0.524790 0.00 0.02 0.01 0.080
H -1.902623 2.890385 -2.893816 -0.02 -0.02 -0.01 0.052
```
Positions in Å, forces in eV/Å.

Summary:
Molar mass   461.5 g/mol
HOMO-LUMO gap   9.057 eV
SMILES   CCOOC(=O)N[PH2]=S.CN(C)C=O.CN(C)C=O.CN(C)C=O.CN(C)C=O